No. 1
Formula: C32H66KNO12PbS5
Source: OMol25
Level of theory: wB97M-V/def2-TZVPD

Last column: Mulliken charge in e.
Element x y z (Å)
1 H -3.2272 -13.3808 -14.6040  0.45
2 H 1.7997 -5.4010 -12.7014  0.36
3 C 6.4729 -7.9435 -13.3885  -0.57
4 O 9.1872 -15.2787 -15.7335  -0.66
5 C 7.5727 -10.0638 -18.8772  -1.47
6 H 7.6514 -11.0606 -19.3111  0.40
7 H 7.8998 -5.0295 -14.4581  0.42
8 H 9.1209 -10.1493 -21.0934  0.49
9 C 6.9195 -14.8750 -13.1630  -0.72
10 H 9.7041 -10.3917 -16.1536  0.85
11 S -1.1331 -12.3812 -15.2181  0.99
12 C 0.2893 -7.5367 -11.5352  -0.91
13 C 0.8098 -4.6686 -19.2094  -0.78
14 H -3.4797 -12.3344 -16.0539  0.40
15 H 4.2426 -9.8433 -15.1424  0.02
16 C 1.3730 -6.6039 -11.0080  -0.67
17 C 2.3177 -6.1979 -12.1679  -0.88
18 H 7.4484 -9.4968 -16.7400  -0.20
19 H 5.8823 -12.9525 -13.6207  0.04
20 S 0.9155 -8.2746 -13.1276  1.10
21 C 9.7397 -7.9035 -16.6430  -1.31
22 C 7.6876 -5.8202 -13.7384  -0.78
23 H 7.2739 -11.0389 -17.0779  0.28
24 H 7.5370 -9.4137 -21.5387  0.40
25 C -3.0090 -12.4222 -15.0747  -0.71
26 C 7.9083 -10.2190 -17.4146  0.50
27 H 1.2260 -10.3769 -16.8505  0.37
28 H 6.6150 -7.3442 -20.0525  0.48
29 H -1.9950 -9.7928 -13.3348  0.05
30 H 9.7771 -8.2439 -15.6082  0.32
31 H 3.2677 -8.1824 -12.6138  0.23
32 C 7.5632 -7.4784 -19.5319  -1.64
33 O 7.8309 -7.6291 -10.8352  -0.59
34 H 1.5047 -7.4069 -18.1670  0.17
35 H -4.3732 -10.9135 -14.4859  0.37
36 H 2.9581 -7.3466 -14.0856  0.29
37 H 3.7124 -6.0348 -17.8317  0.27
38 H -0.2984 -10.2221 -14.9808  -0.95
39 H 6.1644 -15.3262 -13.8067  0.30
40 H 2.6163 -9.8605 -17.6451  0.60
41 O 1.1453 -9.7635 -12.9869  -0.43
42 O 10.5836 -7.6855 -19.6808  -0.28
43 C 11.5847 -9.3085 -17.5242  -1.88
44 C 2.5823 -7.4680 -13.0697  -0.55
45 H 2.8750 -3.9976 -19.5370  0.37
46 H -0.6928 -7.2070 -11.8745  0.49
47 H 11.8062 -10.0041 -16.7148  0.39
48 H 2.3206 -5.8275 -19.9293  0.30
49 H 10.2647 -6.9520 -16.7278  0.48
50 O 10.2485 -13.6102 -14.1852  -0.64
51 C 8.2932 -15.4211 -13.2766  -0.78
52 O 0.2753 -7.7305 -14.3426  -0.59
53 H 8.2523 -6.8612 -20.1085  0.45
54 S 9.1040 -14.3555 -14.6451  1.18
55 Pb 1.8866 -12.3486 -12.5656  1.51
56 O -0.4202 -5.0515 -16.5954  -0.61
57 H 8.8585 -15.1691 -12.3794  0.34
58 C 1.5521 -6.5256 -17.5274  0.21
59 C 6.8730 -13.4025 -13.5570  -0.33
60 H 9.7716 -11.1844 -17.6838  0.51
61 C 2.7489 -5.5274 -17.8806  -0.48
62 C -3.3675 -11.2526 -14.2375  -0.66
63 K 1.8319 -14.3787 -16.4623  0.96
64 C 9.4423 -10.2628 -17.2038  -1.99
65 C 2.3816 -4.9401 -19.2995  -0.60
66 O -0.6248 -12.9749 -16.4777  -0.70
67 C 7.6738 -13.3320 -14.8937  0.10
68 H 0.2666 -8.4300 -10.9111  0.39
69 H 6.5886 -15.0589 -12.1408  0.40
70 O 8.8903 -9.2526 -12.5353  -0.58
71 C -2.3108 -10.1812 -14.3031  -0.41
72 H 0.2445 -4.8938 -20.1136  0.39
73 H 9.5848 -6.9459 -13.9876  0.08
74 H 2.8128 -4.7092 -17.1632  0.36
75 H 5.0747 -11.4352 -15.1894  -0.23
76 H -1.6113 -10.3810 -16.2920  0.51
77 H 7.1406 -7.2896 -15.2880  -0.82
78 H 8.9922 -8.5278 -21.7170  0.56
79 O -0.9736 -6.7166 -18.5045  -0.66
80 C 2.2632 -10.1122 -16.6450  -1.43
81 H 12.2344 -8.4350 -17.5795  0.41
82 H 10.7271 -8.0831 -20.5427  0.42
83 C -1.2993 -10.5500 -15.2614  0.75
84 O -0.4740 -12.5617 -13.9155  -0.61
85 C 8.3726 -8.8561 -19.5958  1.32
86 H 8.6798 -7.6659 -16.7332  0.00
87 H -2.8158 -9.3292 -14.7583  0.37
88 H 5.1224 -10.5684 -16.5586  0.00
89 C 6.7294 -6.8443 -14.3820  0.60
90 H 3.1639 -12.0904 -16.8348  0.18
91 H 1.9875 -7.3225 -10.4656  0.26
92 H 8.6171 -16.4374 -13.5009  0.43
93 H -3.4560 -11.4025 -13.1615  0.31
94 C 8.5044 -9.2510 -21.0635  -1.83
95 C 8.9471 -6.6080 -13.1708  -0.51
96 H 8.0016 -12.3774 -15.3051  -0.36
97 S 8.1273 -8.0129 -12.1797  1.06
98 N 9.7847 -8.6790 -19.0411  0.63
99 S -0.0374 -5.7644 -17.8550  1.07
100 H 2.3946 -9.1398 -16.1704  0.04
101 H 3.1711 -5.6144 -11.8225  0.49
102 H 5.6662 -7.8292 -12.6644  0.22
103 H 7.0606 -13.8546 -15.6279  0.32
104 O 2.3945 -11.9586 -15.0031  -0.63
105 H 7.1055 -5.3644 -12.9374  0.37
106 H 7.3712 -12.8687 -12.7477  0.30
107 H 6.5014 -9.9833 -18.6932  0.45
108 C 4.4334 -10.7403 -15.7316  -0.42
109 H 5.7522 -6.4327 -14.6347  0.39
110 C 3.0504 -11.2912 -16.1023  0.83
111 H 1.0892 -5.7975 -10.3319  0.43
112 H 7.6621 -6.9839 -18.5656  0.25
113 H 9.5528 -6.0330 -12.4704  0.51
114 H 1.3096 -6.8246 -16.5076  -0.37
115 H 0.5860 -3.6064 -19.1107  0.40
116 H 6.2515 -8.9112 -13.8386  0.24
117 C 10.1139 -8.9364 -17.6158  1.55
118 H 11.9569 -9.8058 -18.4200  0.47

Calculated values
net charge = +3
multiplicity = 2
highest occupied orbital energy (spin up / spin down) = -15.20 / -15.20 eV
DFT total energy = -136030.21816 eV



No. 2
Formula: C32H67ClInO11S5
Source: OMol25
Level of theory: wB97M-V/def2-TZVPD

Last column: Mulliken charge in e.
Element x y z (Å)
1 H 5.6810 1.2079 3.4397  0.32
2 H 7.0316 0.9501 1.4456  0.39
3 C 2.2955 -4.5215 2.7011  -0.33
4 H -2.3318 1.9655 -4.7003  0.29
5 H -4.0957 8.7033 -2.8471  0.33
6 C -2.5301 2.4765 3.0473  -0.40
7 C -3.0225 3.9615 -5.1654  -0.71
8 C 2.5533 -9.0884 0.4310  -0.38
9 C 2.7451 -9.2482 -1.0834  -0.68
10 H 1.3068 -3.8406 0.9165  -0.32
11 C 1.2000 -5.5586 2.8967  -1.39
12 H -2.2059 -5.2978 -2.3112  0.29
13 H -3.9955 -7.4009 0.3333  0.42
14 C -2.5523 3.6906 -2.5471  -0.70
15 H 0.5689 0.7144 4.2094  -0.36
16 H -0.1771 -6.1333 -1.4189  0.09
17 H 0.4539 -5.1954 3.5881  0.47
18 C 2.7711 -7.8402 -1.6906  -0.52
19 C 5.1462 1.1662 0.5546  -0.35
20 O -8.0453 9.8109 -4.2276  -0.66
21 H 6.7298 2.5922 0.9688  0.40
22 C -3.5804 2.7114 -3.1051  -0.46
23 C -4.9302 9.0314 -3.4618  -0.44
24 In 0.6620 2.3116 3.4115  0.78
25 H 1.7713 -7.5003 -1.9529  0.06
26 H 5.2313 4.0160 3.4841  0.32
27 H -5.4188 8.1405 -3.8581  0.26
28 H 2.7306 -10.0219 0.9626  0.40
29 C 5.8998 2.0965 2.8696  -0.79
30 H 3.5298 -3.2779 0.3440  0.13
31 H -5.5668 1.2770 0.9312  0.36
32 O -1.5015 -7.4389 1.3853  -0.65
33 H 2.4378 -4.0472 3.6655  0.56
34 H -1.5294 3.3797 4.6986  0.43
35 C 4.7699 -0.8903 1.9796  -0.30
36 H -4.5862 3.1237 -2.9934  0.29
37 C -3.3470 -5.4580 -0.4847  -0.63
38 C -4.4696 9.9309 -4.6155  -0.72
39 H 4.3203 -0.6527 -0.1503  0.43
40 H -2.9882 1.8258 3.7802  0.30
41 H 1.6438 -6.4265 3.3815  0.36
42 C 3.7461 2.6779 4.1548  -0.41
43 O -3.4326 5.9806 -3.5154  -0.58
44 C 4.1556 -2.2888 2.1337  -0.78
45 H 3.2561 -4.9655 2.4689  0.28
46 H -1.5691 3.2300 -2.4574  0.36
47 O -7.1451 12.0478 -3.5397  -0.67
48 H 4.1475 2.8030 5.1558  0.23
49 H -3.9110 9.3701 -5.3625  0.31
50 C 1.9208 -3.4355 1.7095  -0.07
51 C -0.9237 -5.8853 -0.6707  0.46
52 O -4.8147 1.7063 1.3710  -0.49
53 H 3.3037 -7.5631 1.8317  0.24
54 H -4.0338 2.0347 -5.1344  0.35
55 H 1.9535 -9.8492 -1.5277  0.39
56 H -1.8756 -3.9957 -1.1703  0.45
57 O 2.3375 -5.8536 -0.0212  -0.44
58 H -2.8414 4.1367 -1.5989  0.38
59 H 3.6947 -2.2958 3.1159  0.30
60 C -2.1593 1.6905 1.8066  -0.62
61 H -3.5787 -7.4199 -1.4034  0.33
62 H -6.1508 9.9529 -6.0148  0.35
63 H -4.2473 -5.0794 -0.9678  0.37
64 C -5.7230 10.5707 -5.2282  -0.63
65 H -3.3035 3.1814 2.7514  0.29
66 C 6.2684 1.7247 1.4289  -1.05
67 H 2.6946 -1.7868 0.6142  0.48
68 H -6.5676 9.2733 -2.0083  0.40
69 O -1.2234 -8.5149 -0.8714  -0.71
70 H 3.4269 -7.7687 -2.5540  0.40
71 H -5.4281 10.6439 -2.0882  0.37
72 S -6.9328 10.6682 -3.9015  1.15
73 H -1.4556 0.8929 1.9965  0.26
74 O 4.7069 -6.2794 -0.7664  -0.79
75 C 5.0726 -0.3800 0.5758  -0.81
76 O -3.6586 -0.4428 1.8189  -0.66
77 H 2.2058 3.7819 5.1869  0.45
78 S -3.5422 0.7909 1.1060  1.17
79 H 4.1958 3.3840 2.2032  0.41
80 C -3.2440 2.5548 -4.5944  -0.69
81 H 5.3222 1.4908 -0.4664  0.37
82 O -1.0633 5.3302 -4.0099  -0.69
83 H -3.3079 -5.0477 0.5268  0.30
84 C 3.5375 -8.0055 0.8656  -0.58
85 H 0.7587 -5.9138 1.9798  0.03
86 C -2.0795 -5.0624 -1.2509  -0.92
87 S 3.3961 -6.7509 -0.4006  1.11
88 H -1.7619 2.3133 1.0172  0.48
89 H 1.5300 -8.7701 0.6429  0.07
90 H 6.7789 2.5260 3.3412  0.54
91 H -3.5455 1.7617 -2.5746  0.27
92 C -3.3440 -6.9856 -0.4319  -0.81
93 H 2.5055 4.3725 3.5537  0.42
94 H 6.0459 -0.7364 0.2470  0.29
95 H 4.1735 1.5414 0.8356  0.11
96 C 2.3960 3.4835 4.1636  -1.35
97 S -2.4399 4.9678 -3.7932  1.14
98 Cl 1.0845 1.9243 1.0067  -0.64
99 H 3.5429 1.6197 4.0483  0.28
100 O -3.3531 0.5867 -0.3078  -0.63
101 C -5.9280 9.8630 -2.6601  -0.74
102 S -1.6455 -7.4026 -0.0472  1.29
103 H 4.9219 -3.0549 2.1626  0.41
104 H 1.2995 -2.7007 2.2206  0.59
105 H -0.4502 -5.3753 0.1658  -0.33
106 H -3.8095 10.7101 -4.2297  0.33
107 H -3.9496 4.4030 -5.5256  0.36
108 H -5.5394 11.5734 -5.6044  0.36
109 C 3.0823 -2.6508 1.1148  -0.64
110 H 3.6936 -9.7527 -1.2808  0.31
111 H 4.1594 -0.1677 2.4956  0.03
112 H 5.7250 -0.9147 2.4973  0.36
113 H -2.2733 3.9820 -5.9523  0.37
114 C 4.7472 3.1272 3.0960  -0.63
115 H -1.3579 4.2735 3.2193  0.36
116 C -1.3474 3.2730 3.6361  -1.32
117 H 4.5647 -8.3688 0.8541  0.39

Calculated values
net charge = -1
highest occupied orbital energy = -5.20 eV
DFT total energy = -128666.26366 eV